(1)
Below is one molecule with the formula C4H7NO, with properties calculated with ωB97M-V/def2-TZVPD.

XYZ file:
```
13
Properties=species:S:1:pos:R:3:nbo_charge:R:1
C -1.008 1.193 -0.108 -0.62
C -0.056 -0.028 0.008 -0.04
C -0.056 -1.487 -0.501 -0.23
N 0.481 -0.422 -1.299 -0.57
C 0.808 0.190 1.228 0.41
O 0.794 1.245 1.817 -0.51
H -0.450 2.115 0.139 0.24
H -1.309 1.280 -1.149 0.22
H -1.871 1.209 0.567 0.22
H 0.697 -2.176 -0.086 0.19
H -0.921 -2.039 -0.873 0.21
H 1.488 -0.434 -1.387 0.36
H 1.402 -0.647 1.645 0.12
```

- Calculated total energy: -7797.1141 eV
- LUMO level: 0.8274 eV
- SMILES: C[C@@]1(C=O)CN1
- Molar mass: 85.11 Da
- Frontier orbital gap: 10.524 eV
- HOMO level: -9.70 eV



(2)
Below is a 2-piece molecular cluster, C5H8ClN overall at a distorted geometry, with properties calculated with ωB97M-V/def2-TZVPD.

XYZ file:
```
15
Properties=species:S:1:pos:R:3:nbo_charge:R:1
C -1.342 -0.283 -0.001 0.28
C 2.011 -0.427 -0.279 -0.47
C 1.770 -1.181 1.012 -0.47
C 0.912 -1.399 -0.224 -0.15
C -2.099 1.988 -0.452 -0.44
N -1.302 0.877 -0.251 -0.46
Cl -2.395 -1.505 0.475 0.01
H 1.834 0.635 -0.260 0.23
H 2.985 -0.702 -0.745 0.21
H 2.356 -2.123 1.053 0.21
H 1.482 -0.751 2.043 0.23
H 0.504 -2.163 -0.754 0.20
H -3.096 2.081 0.001 0.19
H -2.028 2.170 -1.533 0.22
H -1.592 2.784 -0.083 0.21
```

- Calculated total energy: -19321.2422 eV
- LUMO level (alpha / beta): 0.7466 / 0.5740 eV
- Molar mass: 117.58 Da
- Frontier orbital gap (alpha / beta): 8.057 / 8.073 eV
- HOMO level (alpha / beta): -7.31 / -7.50 eV



(3)
Below is C14H16B2NaO18 as an isolated structure at a distorted geometry, with properties calculated with ωB97M-V/def2-TZVPD.

XYZ file:
```
51
Properties=species:S:1:pos:R:3:nbo_charge:R:1
Na -0.457 -1.257 -1.436 0.94
O -0.956 -2.534 6.497 -0.55
C -0.576 -2.110 5.450 0.68
O -0.563 -2.716 4.274 -0.66
B 0.417 -2.008 3.407 1.16
O 0.618 -0.720 4.018 -0.67
C 0.108 -0.734 5.265 0.68
O 0.242 0.113 6.089 -0.52
O -0.166 -1.916 2.013 -0.62
C 0.486 -2.703 1.216 0.70
O 0.188 -2.995 0.080 -0.66
C 1.713 -3.276 1.972 0.69
O 1.619 -2.830 3.208 -0.65
O 2.560 -3.970 1.502 -0.55
O -2.101 3.440 3.437 -0.53
C -1.303 3.447 2.555 0.68
O -1.585 3.350 1.247 -0.68
B -0.371 3.246 0.481 1.16
O 0.723 3.573 1.429 -0.66
C 0.236 3.629 2.664 0.68
O 0.854 3.831 3.663 -0.53
O -0.171 1.873 -0.110 -0.64
C -0.066 1.988 -1.406 0.69
O -0.054 1.083 -2.210 -0.64
C -0.073 3.480 -1.799 0.68
O -0.280 4.153 -0.681 -0.64
O 0.079 3.921 -2.896 -0.55
C 3.190 0.237 -0.507 -0.63
C 3.340 -0.320 -1.887 0.10
C 4.563 -1.211 -2.105 -0.63
O 2.128 -0.997 -2.267 -0.76
H 2.312 0.862 -0.377 0.23
H 4.043 0.853 -0.210 0.22
H 3.208 -0.582 0.223 0.22
H 3.451 0.485 -2.632 0.15
H 4.383 -2.167 -1.610 0.22
H 5.437 -0.745 -1.641 0.21
H 4.810 -1.292 -3.162 0.20
H 2.102 -1.102 -3.221 0.47
C -3.775 0.095 -1.298 -0.63
C -3.783 -0.828 -2.501 0.10
C -3.696 -0.115 -3.834 -0.63
O -2.656 -1.743 -2.378 -0.78
H -4.242 -0.379 -0.437 0.22
H -4.340 1.004 -1.514 0.22
H -2.771 0.441 -1.047 0.22
H -4.675 -1.456 -2.473 0.17
H -2.728 0.338 -4.038 0.23
H -4.430 0.696 -3.898 0.21
H -4.026 -0.788 -4.630 0.21
H -2.964 -2.645 -2.486 0.49
```

- Calculated total energy: -57417.6871 eV
- LUMO level: 1.2546 eV
- Molar mass: 516.88 Da
- Frontier orbital gap: 8.533 eV
- HOMO level: -7.28 eV
- Net charge: -1